The following is a quantum chemistry calculation of C64H51CdNO2P2S3 as an isolated structure, from the Open Molecules 2025 dataset.

The geometry in XYZ format:
```
124
Properties=species:S:1:pos:R:3:forces:R:3
Cd 0.609567 -0.471052 0.354473 -0.189 -0.398 -0.335
N 3.106909 -1.279475 0.309524 -0.166 0.425 0.176
C 3.912372 -0.465009 1.133603 0.093 0.034 0.013
C 5.136849 -0.027950 0.630286 0.020 -0.006 -0.043
C 5.960143 0.814345 1.358565 0.003 -0.007 0.029
C 5.562671 1.227445 2.619009 0.046 -0.073 0.029
C 4.349023 0.788353 3.123525 0.043 -0.116 -0.044
C 3.496328 -0.059159 2.411186 0.013 0.011 0.072
C 2.221295 -0.464727 3.084534 -0.056 -0.006 0.041
C 2.319475 -0.830200 4.432269 0.022 -0.012 -0.025
C 1.190091 -1.046026 5.206261 -0.018 0.003 -0.003
C -0.063679 -0.855000 4.644326 0.016 -0.012 0.067
C -0.163191 -0.537474 3.296558 0.073 -0.050 -0.003
C 0.957026 -0.383806 2.472841 0.120 0.078 0.223
H 3.600316 -1.628029 -0.496919 0.008 -0.151 -0.164
H 2.672702 -2.053447 0.792385 0.003 -0.194 0.125
H 5.453644 -0.381490 -0.347446 -0.020 0.007 0.030
H 6.910857 1.131032 0.947069 -0.027 -0.002 -0.009
H 6.189059 1.888450 3.206704 -0.036 -0.026 -0.027
H 4.029508 1.124546 4.101210 -0.010 0.004 -0.004
H 3.303653 -0.956063 4.871880 -0.042 0.021 0.014
H 1.288084 -1.348352 6.242486 0.016 0.029 -0.021
H -0.957622 -0.977951 5.245993 0.011 -0.013 -0.037
H -1.156864 -0.428375 2.875932 -0.047 -0.056 -0.027
C -4.394063 5.358108 0.432842 0.020 -0.015 -0.026
C -3.772845 4.636986 -0.777658 0.023 0.042 0.029
C -4.302076 5.260626 -2.081076 0.009 -0.039 0.021
C -4.154217 3.165542 -0.725102 0.036 0.067 0.010
C -5.482726 2.773362 -0.849017 -0.029 -0.051 -0.014
C -5.853505 1.440509 -0.799300 -0.092 -0.018 0.003
C -4.891878 0.463644 -0.596852 -0.027 0.015 0.024
C -3.560243 0.814625 -0.435060 0.340 0.217 0.251
P -2.225555 -0.428459 -0.157845 -0.281 -0.276 -0.274
C -2.956516 -1.534345 1.104725 0.110 -0.032 -0.022
C -3.984106 -1.176501 1.973765 0.059 0.014 0.023
C -4.356829 -2.037045 3.000205 -0.023 0.017 0.031
C -3.707708 -3.251013 3.170535 0.038 -0.037 0.003
C -2.675399 -3.609829 2.311882 -0.009 0.012 0.004
C -2.298815 -2.752772 1.291425 -0.067 0.012 -0.103
C -2.444257 -1.292720 -1.751199 0.101 -0.036 0.000
C -1.626166 -0.878507 -2.799917 -0.017 0.024 0.118
C -1.824455 -1.365524 -4.080160 0.024 -0.013 -0.085
C -2.845175 -2.274334 -4.321826 0.001 -0.051 -0.021
C -3.653113 -2.701447 -3.278417 0.038 -0.098 0.016
C -3.448885 -2.219644 -1.993516 -0.030 -0.053 -0.003
C -3.212609 2.163262 -0.528458 -0.110 -0.093 -0.107
O -1.870796 2.418227 -0.451563 -0.043 0.026 0.013
C -1.412278 3.692841 -0.608389 0.102 0.099 0.004
C -0.023727 3.821681 -0.611403 -0.141 -0.299 -0.167
C 0.532098 5.092138 -0.664885 0.000 -0.015 -0.059
C -0.286701 6.204647 -0.762243 0.032 0.078 -0.004
C -1.662608 6.044440 -0.807533 0.037 0.014 0.037
C -2.257830 4.790147 -0.730370 -0.103 -0.076 -0.002
P 1.030544 2.315592 -0.507414 0.430 0.245 0.266
C 1.987856 2.870914 0.963247 0.053 -0.068 -0.010
C 3.276867 3.392634 0.939367 -0.039 0.052 -0.027
C 3.848433 3.891174 2.103557 -0.050 0.069 -0.016
C 3.144483 3.862437 3.297026 0.014 0.056 -0.014
C 1.864084 3.325541 3.331285 -0.040 0.006 0.018
C 1.289881 2.834079 2.171188 0.030 0.019 -0.025
C 2.202211 2.529129 -1.897294 -0.085 -0.172 -0.050
C 1.963742 3.338682 -3.005028 0.037 -0.017 0.060
C 2.876348 3.377048 -4.052676 -0.013 -0.006 -0.009
C 4.027772 2.605513 -4.007807 -0.001 0.029 -0.040
C 4.255895 1.769339 -2.922782 -0.019 -0.019 0.030
C 3.341239 1.719209 -1.883281 -0.065 -0.019 0.048
H -5.478844 5.234471 0.439732 0.036 0.018 -0.009
H -4.171234 6.426405 0.400298 -0.010 -0.025 0.014
H -3.995817 4.950516 1.363477 -0.023 0.018 -0.007
H -5.391033 5.203995 -2.126668 0.047 0.011 0.000
H -3.893562 4.735297 -2.945817 -0.015 0.029 0.001
H -4.018739 6.311341 -2.148955 -0.019 -0.004 -0.007
H -6.247249 3.526419 -1.000115 0.030 -0.014 0.017
H -6.894539 1.164270 -0.912665 0.043 -0.001 -0.010
H -5.179629 -0.579344 -0.560666 -0.002 0.026 0.016
H -4.484928 -0.223116 1.868065 -0.018 -0.007 0.010
H -5.155397 -1.751403 3.674872 0.025 0.002 -0.026
H -3.994463 -3.912479 3.979329 -0.014 0.023 -0.025
H -2.146629 -4.547683 2.446296 -0.001 0.034 -0.006
H -1.475967 -2.999381 0.628992 0.029 -0.013 0.027
H -0.830412 -0.165747 -2.604438 0.018 -0.018 -0.030
H -1.180378 -1.044052 -4.890162 -0.013 -0.004 0.037
H -3.003482 -2.663280 -5.320559 0.015 0.021 0.028
H -4.438032 -3.423524 -3.464421 0.006 -0.011 0.009
H -4.073012 -2.571022 -1.178763 0.032 -0.009 -0.020
H 1.609651 5.203918 -0.631289 -0.024 0.010 -0.005
H 0.145204 7.196871 -0.805802 -0.015 -0.041 0.007
H -2.290593 6.923865 -0.888948 0.006 -0.026 -0.009
H 3.837075 3.432608 0.013854 0.005 -0.026 -0.003
H 4.851603 4.299232 2.073273 -0.029 -0.016 -0.002
H 3.594620 4.251548 4.202981 -0.010 -0.023 -0.028
H 1.313756 3.282774 4.263835 0.007 0.001 -0.037
H 0.286414 2.425173 2.199693 0.001 -0.045 0.029
H 1.065907 3.939956 -3.058298 -0.001 0.039 0.025
H 2.681496 4.013054 -4.907859 0.012 -0.016 0.030
H 4.741839 2.647437 -4.821303 -0.029 -0.009 0.020
H 5.144337 1.150360 -2.889662 -0.013 0.007 0.010
H 3.512382 1.051759 -1.042835 0.016 0.085 -0.068
O 0.288387 -2.512284 -0.571591 -0.133 -0.174 0.260
C 0.720024 -3.824726 -0.659026 0.053 -0.011 -0.267
C 2.130392 -3.864071 -1.275864 -0.029 -0.177 0.144
C 2.592688 -3.043532 -2.260108 -0.011 0.112 -0.093
C 3.898116 -3.391804 -2.714209 -0.043 0.124 -0.026
C 4.398595 -4.476357 -2.063314 -0.007 -0.173 0.130
S 3.288408 -5.086646 -0.905728 0.015 0.196 -0.040
C -0.182473 -4.671841 -1.594275 0.064 0.195 -0.145
C -1.390451 -5.236363 -1.308926 -0.156 0.117 -0.046
C -1.918264 -6.020428 -2.372562 -0.141 0.031 0.117
C -1.105097 -6.030873 -3.461193 0.135 0.074 -0.113
S 0.305421 -5.097638 -3.196742 -0.101 0.018 0.112
C 0.742444 -4.611741 0.675430 -0.087 0.313 0.078
C 0.525604 -5.940357 0.905201 0.139 -0.183 0.058
C 0.721348 -6.324344 2.264737 -0.014 -0.092 -0.119
C 1.080113 -5.278636 3.051756 0.037 0.207 0.020
S 1.153514 -3.823479 2.150996 0.056 0.186 -0.066
H 2.003111 -2.220940 -2.647413 0.021 -0.056 0.052
H 4.429815 -2.857353 -3.491702 -0.016 -0.042 0.044
H 5.356937 -4.957887 -2.192836 -0.052 0.075 -0.022
H -1.890590 -5.103471 -0.357756 0.048 -0.052 -0.041
H -2.852164 -6.566224 -2.315139 0.034 0.080 -0.022
H -1.255188 -6.534604 -4.405212 0.002 0.024 0.083
H 0.251313 -6.642946 0.131978 0.013 0.050 -0.011
H 0.594415 -7.336412 2.627227 0.012 0.058 -0.016
H 1.288633 -5.265841 4.111625 -0.056 -0.017 -0.070
```
Forces are in eV/Å.

## Properties
E: -4719.6954 a.u.
lowest unoccupied orbital energy: 0.01684 Ha
HOMO: -7.7730 eV
Kohn-Sham gap: 8.231 eV
net charge: 0

Here are the natural (NBO) charges for atoms 1 to 99, given in e: atom 1 (Cd): 1.57, atom 2 (N): -0.87, atom 3 (C): 0.13, atom 4 (C): -0.26, atom 5 (C): -0.21, atom 6 (C): -0.23, atom 7 (C): -0.20, atom 8 (C): -0.01, atom 9 (C): -0.02, atom 10 (C): -0.25, atom 11 (C): -0.24, atom 12 (C): -0.23, atom 13 (C): -0.19, atom 14 (C): -0.65, atom 15 (H): 0.40, atom 16 (H): 0.40, atom 17 (H): 0.20, atom 18 (H): 0.21, atom 19 (H): 0.21, atom 20 (H): 0.22, atom 21 (H): 0.21, atom 22 (H): 0.21, atom 23 (H): 0.21, atom 24 (H): 0.19, atom 25 (C): -0.59, atom 26 (C): -0.08, atom 27 (C): -0.59, atom 28 (C): -0.10, atom 29 (C): -0.17, atom 30 (C): -0.25, atom 31 (C): -0.11, atom 32 (C): -0.40, atom 33 (P): 0.81, atom 34 (C): -0.36, atom 35 (C): -0.21, atom 36 (C): -0.22, atom 37 (C): -0.22, atom 38 (C): -0.15, atom 39 (C): -0.22, atom 40 (C): -0.34, atom 41 (C): -0.13, atom 42 (C): -0.22, atom 43 (C): -0.20, atom 44 (C): -0.19, atom 45 (C): -0.21, atom 46 (C): 0.38, atom 47 (O): -0.50, atom 48 (C): 0.38, atom 49 (C): -0.38, atom 50 (C): -0.17, atom 51 (C): -0.25, atom 52 (C): -0.12, atom 53 (C): -0.11, atom 54 (P): 0.81, atom 55 (C): -0.35, atom 56 (C): -0.16, atom 57 (C): -0.22, atom 58 (C): -0.21, atom 59 (C): -0.20, atom 60 (C): -0.20, atom 61 (C): -0.37, atom 62 (C): -0.14, atom 63 (C): -0.23, atom 64 (C): -0.21, atom 65 (C): -0.20, atom 66 (C): -0.21, atom 67 (H): 0.21, atom 68 (H): 0.21, atom 69 (H): 0.22, atom 70 (H): 0.21, atom 71 (H): 0.22, atom 72 (H): 0.21, atom 73 (H): 0.21, atom 74 (H): 0.22, atom 75 (H): 0.22, atom 76 (H): 0.22, atom 77 (H): 0.21, atom 78 (H): 0.21, atom 79 (H): 0.21, atom 80 (H): 0.26, atom 81 (H): 0.20, atom 82 (H): 0.21, atom 83 (H): 0.21, atom 84 (H): 0.21, atom 85 (H): 0.22, atom 86 (H): 0.23, atom 87 (H): 0.22, atom 88 (H): 0.20, atom 89 (H): 0.21, atom 90 (H): 0.21, atom 91 (H): 0.21, atom 92 (H): 0.22, atom 93 (H): 0.22, atom 94 (H): 0.21, atom 95 (H): 0.22, atom 96 (H): 0.22, atom 97 (H): 0.22, atom 98 (H): 0.23, atom 99 (O): -1.00